No. 1
CHN2O4 as an isolated structure. Source: the Open Molecules 2025 dataset; level of theory: ωB97M-V with the def2-TZVPD basis set.

Computed properties:
- ΔE to the lowest compared entry with this formula, charge and spin: 14.15 kcal per mole
- Lowest unoccupied orbital energy: 4.16 eV
- Frontier orbital gap: 8.914 eV
- F_max: 0.0860 hartree/bohr

```
! wB97M-V def2-TZVPD RIJCOSX def2/J DEFGRID3
* xyz -1 1
C 0.69379 -0.49338 1.63617
N -0.27688 1.15503 -0.82970
N -0.37627 -0.08963 -0.94503
O 1.84656 -0.55222 1.51614
O -0.27511 -0.26195 2.20541
O 0.14357 -0.92051 -0.14828
O -1.04938 -0.53878 -1.90360
H -0.70628 1.70145 -1.53111
*
```

=====

No. 2
CHN2O4 as an isolated structure. Source: the Open Molecules 2025 dataset; level of theory: ωB97M-V with the def2-TZVPD basis set.

Computed properties:
- ΔE to the lowest compared entry with this formula, charge and spin: 10.91 kcal per mole
- Lowest unoccupied orbital energy: 4.21 eV
- Frontier orbital gap: 9.105 eV
- F_max: 0.0600 hartree/bohr

```
! wB97M-V def2-TZVPD RIJCOSX def2/J DEFGRID3
* xyz -1 1
C -2.01976 -1.77326 -2.45080
N -0.10845 0.76080 -0.12632
N -0.44934 -0.31019 -0.67004
O -2.81107 -2.36796 -1.86149
O -1.54616 -0.31763 -1.34887
O -1.38278 -1.54952 -3.40148
O 0.21962 -1.33261 -0.57054
H 0.87358 0.52498 0.08292
*
```

=====

No. 3
A 2-piece molecular cluster, CHN2O5 overall. Source: the Open Molecules 2025 dataset; level of theory: ωB97M-V with the def2-TZVPD basis set.

Computed properties:
- ΔE to the lowest compared entry with this formula, charge and spin: 6.91 kcal per mole
- Lowest unoccupied orbital energy: 3.88 eV
- Frontier orbital gap: 8.472 eV
- F_max: 0.0923 hartree/bohr

```
! wB97M-V def2-TZVPD RIJCOSX def2/J DEFGRID3
* xyz -1 1
C 2.25496 0.42436 -0.22022
N -1.11205 -0.87129 -0.59792
N -0.53189 -0.34667 0.34344
O 3.08912 -0.35369 -0.03188
O 0.64503 -0.66094 0.68072
O 1.72632 1.40733 -0.56851
O -1.09267 0.60084 1.06287
O -2.43700 -0.42335 -0.75467
H -2.54180 0.22341 0.08615
*
```

=====

No. 4
A single CHN3O3 molecule. Source: the Open Molecules 2025 dataset; level of theory: ωB97M-V with the def2-TZVPD basis set.

Computed properties:
- ΔE to the lowest compared entry with this formula, charge and spin: 51.89 kcal per mole
- SMILES: O=c1nnon1O
- Lowest unoccupied orbital energy: -0.18 eV
- Frontier orbital gap: 10.386 eV
- F_max: 0.1385 hartree/bohr

```
! wB97M-V def2-TZVPD RIJCOSX def2/J DEFGRID3
* xyz 0 1
O 1.08082 -0.10967 1.74854
C 0.72337 -0.16242 0.57555
N 1.67546 -0.21146 -0.70583
N 0.95935 -0.15637 -1.65932
O -0.25459 -0.15513 -1.34215
N -0.41132 0.17205 0.07041
O -1.68202 -0.09722 0.67083
H -2.09108 0.72022 0.64198
*
```

=====

No. 5
A 2-piece molecular cluster, CHN3O3 overall. Source: the Open Molecules 2025 dataset; level of theory: ωB97M-V with the def2-TZVPD basis set.

Computed properties:
- ΔE to the lowest compared entry with this formula, charge and spin: 81.20 kcal per mole
- Lowest unoccupied orbital energy (spin up / spin down): -1.82 / -1.52 eV
- Frontier orbital gap (spin up / spin down): 8.028 / 8.623 eV
- F_max: 0.0801 hartree/bohr

```
! wB97M-V def2-TZVPD RIJCOSX def2/J DEFGRID3
* xyz 0 1
C -0.57064 1.43513 0.01591
N -1.32089 2.29562 0.16814
N 0.29422 0.48614 -0.31391
N -0.55215 -1.42261 -0.02115
O -1.65308 -1.42446 -0.42328
O 0.25218 -2.08715 0.46160
O 1.44880 0.26125 0.35773
H 2.10156 0.45608 -0.24504
*
```

=====

No. 6
A 2-piece molecular cluster, CHN3O3S overall. Source: the Open Molecules 2025 dataset; level of theory: ωB97M-V with the def2-TZVPD basis set.

Computed properties:
- ΔE to the lowest compared entry with this formula, charge and spin: 196.12 kcal per mole
- Lowest unoccupied orbital energy (spin up / spin down): -0.57 / -2.74 eV
- Frontier orbital gap (spin up / spin down): 10.166 / 5.759 eV
- F_max: 0.0715 hartree/bohr

```
! wB97M-V def2-TZVPD RIJCOSX def2/J DEFGRID3
* xyz 0 1
C -2.23934 -2.52376 0.05367
N -2.51482 -3.58385 0.44707
N -3.79245 1.43545 -0.30989
N -0.52556 -0.65489 -0.05322
O -4.20751 2.50760 0.01762
O -3.93946 0.35506 0.27079
O -0.00800 0.56188 -0.52051
S -1.86469 -1.05455 -0.80103
H 0.70579 0.85322 0.21345
*
```